{
  "formula": "C33H22InN12O2",
  "method": "the ωB97M-V functional and the def2-TZVPD basis",
  "elements": ["In", "O", "C", "C", "C", "C", "C", "C", "C", "O", "N", "N", "C", "C", "C", "C", "C", "C", "N", "H", "H", "H", "H", "H", "H", "H", "H", "H", "H", "C", "C", "N", "C", "C", "N", "C", "C", "C", "C", "C", "N", "C", "C", "N", "C", "C", "N", "C", "C", "C", "N", "C", "C", "H", "H", "H", "H", "H", "H", "H", "H", "H", "H", "H", "H", "N", "C", "N", "C", "N"],
  "coordinates": [[0.041, -0.290, -0.136], [-3.963, 1.168, 3.204], [-3.685, 2.362, 2.664], [-4.622, 3.382, 2.840], [-4.405, 4.635, 2.309], [-3.249, 4.906, 1.576], [-2.320, 3.909, 1.392], [-2.516, 2.626, 1.924], [-1.474, 1.623, 1.692], [-0.514, 1.850, 0.905], [-1.553, 0.467, 2.392], [-0.622, -0.394, 2.013], [-0.151, -1.318, 2.761], [0.965, -2.106, 2.253], [1.594, -3.070, 3.034], [2.693, -3.739, 2.523], [3.133, -3.438, 1.240], [2.458, -2.467, 0.523], [1.413, -1.811, 1.023], [-3.167, 0.600, 3.132], [-5.511, 3.156, 3.414], [-5.135, 5.417, 2.472], [-3.081, 5.895, 1.171], [-1.405, 4.093, 0.844], [-0.491, -1.443, 3.785], [1.223, -3.279, 4.028], [3.209, -4.480, 3.118], [3.981, -3.945, 0.804], [2.748, -2.200, -0.487], [3.325, 2.733, -0.668], [2.695, 1.509, -0.494], [1.439, 1.334, -0.888], [0.788, 2.351, -1.463], [1.425, 3.586, -1.572], [2.675, 3.770, -1.177], [-0.602, 2.118, -1.924], [-1.281, 3.005, -2.741], [-2.605, 2.736, -3.088], [-3.201, 1.584, -2.585], [-2.452, 0.726, -1.791], [-1.187, 1.000, -1.498], [-2.984, -0.541, -1.231], [-4.270, -1.017, -1.482], [-4.682, -2.193, -1.035], [-3.837, -2.916, -0.316], [-2.576, -2.429, 0.006], [-2.163, -1.255, -0.452], [-3.341, 3.659, -3.974], [-4.661, 4.013, -3.714], [-5.282, 4.913, -4.569], [-4.686, 5.442, -5.630], [-3.433, 5.088, -5.886], [-2.715, 4.208, -5.090], [4.356, 2.891, -0.382], [3.190, 0.661, -0.037], [0.917, 4.457, -1.965], [-0.808, 3.905, -3.106], [-4.225, 1.356, -2.838], [-4.996, -0.452, -2.052], [-4.176, -3.890, 0.011], [-1.892, -2.989, 0.633], [-5.181, 3.624, -2.849], [-6.304, 5.228, -4.393], [-2.982, 5.533, -6.766], [-1.702, 3.932, -5.351], [-2.168, -5.049, -2.126], [-1.224, -4.405, -2.304], [-0.143, -3.682, -2.473], [0.177, -2.539, -2.121], [0.545, -1.448, -1.824]],
  "nbo_charge": [1.789, -0.683, 0.447, -0.298, -0.147, -0.264, -0.136, -0.283, 0.631, -0.733, -0.492, -0.287, 0.040, 0.154, -0.209, -0.116, -0.238, 0.083, -0.523, 0.505, 0.234, 0.224, 0.221, 0.221, 0.218, 0.241, 0.243, 0.247, 0.226, 0.021, 0.039, -0.472, 0.175, 0.046, -0.323, 0.188, -0.171, 0.139, -0.244, 0.283, -0.520, 0.110, 0.051, -0.328, 0.052, 0.034, -0.458, -0.076, -0.243, 0.054, -0.384, 0.053, -0.246, 0.225, 0.216, 0.214, 0.230, 0.239, 0.211, 0.236, 0.216, 0.225, 0.208, 0.208, 0.222, -0.417, 0.434, -0.633, 0.679, -0.806],
  "homo_lumo_gap_ev": 6.750,
  "e_tot_ev": -61723.37045,
  "total_charge": 1
}